(1)
20
Properties=species:S:1:pos:R:3:lowdin_charge:R:1 method="wB97M-V/def2-TZVPD" charge=-2 de_lowest_kj_mol=424.63 spin_multiplicity=1
C 0.7259 2.4772 1.5393 -0.10
C 1.7692 1.6770 1.0982 -0.20
C -0.6761 2.0414 1.2359 -0.08
C 1.5784 0.5411 0.4120 -0.14
C -0.8939 0.8455 0.5831 -0.06
C 0.2904 0.1819 0.1255 -0.07
C 0.0826 -1.4728 -0.8490 -0.13
N 0.2413 -2.5948 -0.0580 -0.45
O -1.2769 0.2915 -2.2435 -0.41
O -1.4118 -2.2011 -2.9200 -0.45
O 0.3473 -3.7045 -0.6174 -0.04
O 0.1250 -2.5179 1.2066 -0.06
O -2.7769 -1.2910 -0.8856 -0.44
P -1.6569 -1.1038 -1.8987 0.09
H 1.0130 3.4330 1.9514 0.06
H 2.8145 1.8518 1.4027 0.09
H -1.5320 2.6065 1.2763 0.05
H 2.4777 -0.1118 0.0369 0.14
H -1.9194 0.4771 0.4473 0.09
H 0.6785 -1.4262 -1.8428 0.12

=====

(2)
74
Properties=species:S:1:pos:R:3:lowdin_spin:R:1 method="wB97M-V/def2-TZVPD" charge=+3 de_lowest_kj_mol=372.80 spin_multiplicity=6
Fe -0.3390 0.6829 -1.3264 3.60
P -0.8554 2.0895 0.9002 0.09
P -2.3614 -0.3473 -0.7896 0.07
P 1.9423 1.3727 -0.8062 0.06
H 1.1057 -0.4920 -5.1634 0.01
C 1.9533 -0.5748 -4.4830 0.38
C 2.2411 -1.8510 -3.9858 0.19
H 1.5306 -2.6538 -4.1969 0.00
C -1.1779 3.7838 0.2290 0.01
C -2.2811 1.9435 2.0753 0.02
C 0.3148 2.4256 2.2769 0.01
C -3.1786 -1.7421 -1.6618 0.01
C -2.5586 -1.0152 0.9155 0.01
C -3.6567 0.9501 -1.0136 0.01
C 3.3017 0.9838 -1.9761 0.02
C 2.5905 0.6096 0.7371 0.01
C 2.2274 3.1711 -0.5630 0.01
H 2.8013 0.0937 -4.6717 0.01
H 3.2851 -2.2036 -3.9096 0.00
H -1.4182 4.4490 1.0672 0.00
H -2.0235 3.7490 -0.4706 0.00
H -0.2952 4.1582 -0.3011 0.00
H -2.3195 2.8684 2.6664 0.00
H -2.0921 1.1007 2.7518 0.00
H -3.2478 1.8061 1.5861 0.00
H -0.0848 3.2781 2.8500 0.00
H 1.3302 2.6583 1.9429 0.00
H 0.3324 1.5338 2.9231 0.00
H -4.1017 -2.0172 -1.1272 0.00
H -2.4878 -2.5969 -1.6854 0.00
H -3.4232 -1.4455 -2.6902 0.00
H -3.3798 -0.4997 1.4338 0.00
H -1.6584 -0.9268 1.5472 0.00
H -2.8053 -2.0859 0.8461 0.00
H -4.5801 0.4516 -1.3388 0.00
H -3.3370 1.6432 -1.8037 0.00
H -3.8418 1.5151 -0.0937 0.00
H 4.0020 1.8269 -1.9751 0.00
H 2.9691 0.8675 -3.0084 0.00
H 3.8103 0.0535 -1.7084 0.00
H 3.1713 1.3497 1.2903 0.00
H 3.2386 -0.2275 0.4831 0.00
H 1.8066 0.2371 1.3971 0.00
H 3.2925 3.3541 -0.7444 0.00
H 1.9786 3.5347 0.4393 0.00
H 1.6444 3.7407 -1.2967 0.00
C 0.2873 -0.9453 -2.6018 0.10
C 0.3941 0.4235 -3.1853 0.03
C -0.7889 0.9135 -3.8195 0.02
C -1.5879 0.0117 -4.5101 0.04
C -1.4565 -1.3480 -4.2612 0.04
C -0.5950 -1.8069 -3.2655 0.02
S 1.6772 -2.0325 -1.7551 0.16
H 2.9832 -2.3187 -1.9833 0.01
H 1.2809 1.0589 -3.2710 0.01
H -0.8617 1.9857 -4.0025 0.00
H -2.3268 0.3403 -5.2305 0.00
H -2.0727 -2.0747 -4.7897 0.00
H -0.5465 -2.8817 -3.0238 0.00
C 1.3662 -3.1260 5.3983 0.00
N 0.4548 -2.0866 4.9306 0.00
C -0.3714 -1.4007 5.9061 0.00
C 0.3934 -1.6628 3.6418 0.00
C 1.2631 -2.3925 2.6497 0.00
O -0.3377 -0.6896 3.3635 0.00
H 1.1574 -3.2920 6.4625 0.00
H 2.4233 -2.8234 5.2717 0.00
H 1.2075 -4.0679 4.8436 0.00
H -0.0823 -0.3500 5.9880 0.00
H -1.4225 -1.4404 5.6104 0.00
H -0.2270 -1.9025 6.8615 0.00
H 0.9464 -2.1036 1.6457 0.00
H 2.3149 -2.1133 2.7987 0.00
H 1.1623 -3.4774 2.7600 0.00

=====

| no. | M (g mol⁻¹) |
| --- | --- |
| 1 | 215.10 |
| 2 | 509.44 |